Record 1
Below is a single CH5OP molecule at a distorted geometry, with properties calculated with wB97M-V/def2-TZVPD.

Its LUMO energy is 0.731 eV. The value obtained for the energy relative to the best compared isomer or geometry (same formula, charge and spin) is 145.17 kJ/mol. As for the total charge: 0. For the electronic energy, the calculation gives -457.6259 Ha. As for the orbital gap: 0.40224 hartree.

XYZ file:
```
8
Properties=species:S:1:pos:R:3:mulliken_charge:R:1
O 1.722 -0.611 0.093 -0.5176
C 0.427 0.230 -0.112 -0.4014
P -1.288 -0.548 0.097 -0.0228
H 1.373 -1.424 0.377 0.2926
H 0.533 1.063 0.597 0.2616
H 0.653 0.612 -1.074 0.2681
H -1.545 0.438 1.070 0.0557
H -1.875 0.241 -1.047 0.0638
```

---

Record 2
Below is 2 unconnected molecules or ions with the total composition CH5OPS at a distorted geometry, with properties calculated with wB97M-V/def2-TZVPD.

Its LUMO energy (alpha / beta) is -2.449 / -2.452 eV. The value obtained for the energy relative to the best compared isomer or geometry (same formula, charge and spin) is 425.32 kJ/mol. As for the total charge: 0. For the electronic energy, the calculation gives -855.7385 Ha. As for the orbital gap (alpha / beta): 0.23185 / 0.23153 hartree.

XYZ file:
```
9
Properties=species:S:1:pos:R:3:mulliken_charge:R:1
C -0.086 0.858 -0.741 -0.8702
O -0.172 -0.204 1.839 -0.4230
P 0.287 -1.460 1.081 0.1758
S -1.116 1.619 0.520 0.0575
H -0.393 -0.108 -0.904 0.3157
H 0.941 0.790 -0.413 0.3150
H 0.044 1.615 -1.608 0.3092
H -0.656 -1.919 0.090 0.0735
H 1.151 -1.190 0.138 0.0465
```

---

Record 3
Below is 2 unconnected molecules or ions with the total composition CH5OS, with properties calculated with wB97M-V/def2-TZVPD.

Its LUMO energy is 4.281 eV. The value obtained for the energy relative to the best compared isomer or geometry (same formula, charge and spin) is 14.39 kJ/mol. As for the total charge: -1. For the electronic energy, the calculation gives -514.5514 Ha. As for the orbital gap: 0.26109 hartree.

XYZ file:
```
8
Properties=species:S:1:pos:R:3:mulliken_charge:R:1
S -2.509 0.471 -0.096 -0.8600
H -2.853 -0.384 -1.074 -0.0339
C 1.169 -0.006 0.420 -0.5319
O 0.573 -0.002 -0.854 -0.4235
H 2.221 -0.240 0.302 0.2281
H 1.097 0.976 0.901 0.2259
H 0.697 -0.723 1.092 0.2380
H -0.395 -0.093 -0.691 0.1573
```

---

Record 4
Below is 2 unconnected molecules or ions with the total composition CH5OS, with properties calculated with wB97M-V/def2-TZVPD.

Its LUMO energy is 4.317 eV. The value obtained for the energy relative to the best compared isomer or geometry (same formula, charge and spin) is 27.60 kJ/mol. As for the total charge: -1. For the electronic energy, the calculation gives -514.5464 Ha. As for the orbital gap: 0.24197 hartree.

XYZ file:
```
8
Properties=species:S:1:pos:R:3:mulliken_charge:R:1
C -0.673 -0.988 0.092 -0.7851
S -1.906 -0.106 -0.967 -0.7434
H 0.259 -1.005 -0.483 0.1472
H -0.492 -0.502 1.055 0.1576
H -0.952 -2.025 0.265 0.2481
H 0.859 1.467 -0.665 0.3309
H 1.456 1.264 0.723 0.3142
O 1.448 1.896 -0.020 -0.6695
```

---

Record 5
Below is 2 unconnected molecules or ions with the total composition CH5P at a distorted geometry, with properties calculated with wB97M-V/def2-TZVPD.

Its LUMO energy (alpha / beta) is -1.030 / 0.014 eV. The value obtained for the energy relative to the best compared isomer or geometry (same formula, charge and spin) is 308.18 kJ/mol. As for the total charge: 0. For the electronic energy, the calculation gives -382.2960 Ha. As for the orbital gap (alpha / beta): 0.29333 / 0.32429 hartree.

XYZ file:
```
7
Properties=species:S:1:pos:R:3:mulliken_charge:R:1
C 0.347 0.640 1.069 -0.9135
P -0.469 -0.113 -1.943 -0.0487
H 0.351 1.734 1.177 0.2837
H 1.162 0.386 0.424 0.2862
H -0.487 -0.012 1.266 0.3363
H 0.484 -0.951 -2.353 0.0250
H 0.236 1.070 -2.075 0.0310
```

---

Record 6
Below is a molecular structure, CH5PS2 at a distorted geometry, with properties calculated with wB97M-V/def2-TZVPD.

Its LUMO energy is 0.707 eV. The value obtained for the energy relative to the best compared isomer or geometry (same formula, charge and spin) is 215.34 kJ/mol. As for the total charge: 0. For the electronic energy, the calculation gives -1178.7648 Ha. As for the orbital gap: 0.32208 hartree.

XYZ file:
```
9
Properties=species:S:1:pos:R:3:mulliken_charge:R:1
C 0.855 0.372 -0.248 -0.6362
P -1.111 -0.048 0.901 0.1267
S 2.041 -0.916 0.123 -0.1586
S -2.291 -0.347 -0.711 -0.2622
H 1.225 1.370 0.058 0.3448
H 0.337 0.199 -1.301 0.2520
H -0.909 -1.386 0.981 0.0506
H 2.860 -0.038 0.727 0.1226
H -3.007 0.795 -0.530 0.1603
```

---

Record 7
Below is 2 unconnected molecules or ions with the total composition CH5PS2 at a distorted geometry, with properties calculated with wB97M-V/def2-TZVPD.

Its LUMO energy is -1.314 eV. The value obtained for the energy relative to the best compared isomer or geometry (same formula, charge and spin) is 168.85 kJ/mol. As for the total charge: 0. For the electronic energy, the calculation gives -1178.7825 Ha. As for the orbital gap: 0.27428 hartree.

XYZ file:
```
9
Properties=species:S:1:pos:R:3:mulliken_charge:R:1
C -0.062 -0.995 1.169 -0.7781
P -1.799 -0.139 1.280 0.2411
S -1.512 1.804 1.332 -0.2405
H 0.848 -0.638 1.598 0.3516
H -0.193 -2.013 1.647 0.2969
H 0.197 -1.041 0.132 0.1430
S 0.362 0.542 -2.287 -0.3455
H 1.119 1.435 -1.430 0.1753
H 1.039 1.045 -3.441 0.1562
```

---

Record 8
Below is 2 unconnected molecules or ions with the total composition CH5PS2 at a distorted geometry, with properties calculated with wB97M-V/def2-TZVPD.

Its LUMO energy (alpha / beta) is 0.815 / -2.880 eV. The value obtained for the energy relative to the best compared isomer or geometry (same formula, charge and spin) is 48.03 kJ/mol. As for the spin multiplicity: 3. As for the total charge: 0. For the electronic energy, the calculation gives -1178.7250 Ha. As for the orbital gap (alpha / beta): 0.35433 / 0.23545 hartree.

XYZ file:
```
9
Properties=species:S:1:pos:R:3:mulliken_spin:R:1
C 0.638 -0.744 -0.447 0.0469
P -1.059 -0.088 0.093 0.1427
S -1.685 -1.395 1.531 0.7908
S 0.116 3.017 0.512 0.9929
H 1.380 -0.049 -0.152 -0.0042
H 0.856 -1.720 -0.039 -0.0048
H 0.489 -0.777 -1.584 0.0032
H -1.835 -0.592 -1.092 0.0550
H 1.101 2.348 1.180 -0.0223
```

---

Record 9
Below is 2 unconnected molecules or ions with the total composition CH5S3 at a distorted geometry, with properties calculated with wB97M-V/def2-TZVPD.

Its LUMO energy is 3.599 eV. The value obtained for the energy relative to the best compared isomer or geometry (same formula, charge and spin) is 70.38 kJ/mol. As for the total charge: -1. For the electronic energy, the calculation gives -1235.6803 Ha. As for the orbital gap: 0.24252 hartree.

XYZ file:
```
9
Properties=species:S:1:pos:R:3:mulliken_charge:R:1
S 0.044 1.552 -1.655 -0.4366
H -0.523 0.288 -1.779 0.0854
C 0.275 -1.001 0.218 -0.7889
S -0.764 -0.585 1.705 -0.1610
S -0.480 1.591 1.762 -0.5573
H 1.086 -0.264 -0.023 0.3175
H 0.882 -1.953 0.469 0.2317
H -0.420 -1.126 -0.571 0.1898
H -0.098 1.496 -0.128 0.1195
```

---

Record 10
Below is a single CH6BN molecule, with properties calculated with wB97M-V/def2-TZVPD.

Its LUMO energy is 0.298 eV. The value obtained for the energy relative to the best compared isomer or geometry (same formula, charge and spin) is 244.07 kJ/mol. As for the total charge: 0. For the electronic energy, the calculation gives -121.2514 Ha. As for the orbital gap: 0.35802 hartree.

XYZ file:
```
9
Properties=species:S:1:pos:R:3:mulliken_charge:R:1
B -1.102 -0.055 0.310 0.0509
C 0.221 0.691 -0.060 -0.3030
N 1.219 -0.406 -0.283 -0.6347
H -1.619 -0.684 -0.563 -0.0650
H -1.514 -0.130 1.426 -0.0569
H 0.603 1.348 0.711 0.2573
H 0.105 1.241 -0.988 0.2463
H 1.195 -1.039 0.513 0.2487
H 0.892 -0.965 -1.067 0.2564
```